Molecular formula: C4H6N2
Method: DFT, ωB97M-V with the def2-TZVPD basis set

**HOMO-LUMO gap**: 11.45 eV
**SMILES**: [H]/N=C/[C@@H](C)C#N
**Calculated total energy**: -7224.5240 eV
**Highest occupied orbital energy**: -10.70 eV

ORCA input file:
```
! wB97M-V def2-TZVPD RIJCOSX def2/J DEFGRID3
* xyz 0 1
N -1.830 -0.568 2.012
N -0.979 1.927 -0.238
C 1.091 -1.012 0.158
C -0.191 1.020 -0.632
C -0.300 -0.401 -0.115
C -1.167 -0.466 1.070
H 1.785 -0.242 0.520
H 1.027 -1.800 0.916
H 0.624 1.173 -1.354
H -0.798 -0.998 -0.892
H 1.501 -1.451 -0.762
H -0.762 2.819 -0.684
*
```